# 1
Formula: C4H12S
Source: the Open Molecules 2025 dataset
Level of theory: ωB97M-V with the def2-TZVPD basis set

Properties
- Multiplicity: 1
- E_tot: -15177.3680 eV
- HOMO: -8.4802 eV
- F_max: 1.1 eV Å⁻¹
- LUMO level: 1.00 eV
- Energy above the lowest of the compared OMol25 structures with the same formula, charge and spin: 0.338 eV

```
17
C4H12S, DFT ωB97M-V with the def2-TZVPD basis set
C 1.550 0.279 -1.426
S 2.353 -0.903 -0.288
C 3.009 0.205 0.952
H 1.520 1.275 -0.980
H 2.070 0.322 -2.375
H 0.519 -0.065 -1.517
H 3.828 0.788 0.518
H 3.528 -0.413 1.680
H 2.318 0.854 1.497
C -3.164 -0.391 -0.247
C -1.995 -0.176 0.726
H -3.466 -1.445 -0.214
H -4.045 0.169 0.049
H -2.948 -0.179 -1.298
H -1.578 -1.151 0.963
H -2.299 0.361 1.621
H -1.202 0.471 0.338
```

# 2
Formula: C3H4CuO3
Source: the Open Molecules 2025 dataset
Level of theory: ωB97M-V with the def2-TZVPD basis set

Properties
- <S²>: 0.76
- Multiplicity: 2
- E_tot: -53951.7737 eV
- HOMO (alpha / beta): -5.2619 / -8.9039 eV
- F_max: 5.2 eV Å⁻¹
- LUMO level (alpha / beta): -0.80 / -0.70 eV
- Energy above the lowest of the compared OMol25 structures with the same formula, charge and spin: 4.158 eV

```
11
C3H4CuO3, DFT ωB97M-V with the def2-TZVPD basis set
O 2.788 1.487 -0.075
C 3.734 1.867 0.559
O 4.435 2.744 0.921
H -0.543 -1.412 2.846
C 0.460 -0.384 2.230
C -0.996 -0.564 1.923
O 1.373 -1.111 1.633
H 0.737 0.541 2.776
H -1.775 -0.222 2.617
H -1.292 -0.163 0.944
Cu 2.204 -0.749 -0.299
```

# 3
Formula: CH3BrN2
Source: the Open Molecules 2025 dataset
Level of theory: ωB97M-V with the def2-TZVPD basis set

Properties
- Multiplicity: 1
- E_tot: -74105.8721 eV
- HOMO: -9.4334 eV
- F_max: 5.6 eV Å⁻¹
- LUMO level: -0.07 eV
- Energy above the lowest of the compared OMol25 structures with the same formula, charge and spin: 0.457 eV

```
7
CH3BrN2, DFT ωB97M-V with the def2-TZVPD basis set
C -0.185 -0.811 0.041
N -0.336 0.434 0.706
N -0.001 1.633 0.637
Br 1.163 2.339 -0.906
H 0.035 -0.821 -1.061
H -1.233 -1.318 0.094
H 0.556 -1.456 0.489
```

# 4
Formula: C22H20ClPS2V
Source: the Open Molecules 2025 dataset
Level of theory: ωB97M-V with the def2-TZVPD basis set

Properties
- <S²>: 0.76
- Multiplicity: 2
- E_tot: -92307.7149 eV
- HOMO (alpha / beta): -6.7725 / -6.6925 eV
- F_max: 0.1 eV Å⁻¹
- LUMO level (alpha / beta): 0.23 / 0.14 eV
- Energy above the lowest of the compared OMol25 structures with the same formula, charge and spin: 0.000 eV

```
47
C22H20ClPS2V, DFT ωB97M-V with the def2-TZVPD basis set
V 0.354 -1.379 0.581
Cl 2.728 -0.926 0.216
C 2.961 0.582 -0.693
C 4.255 0.990 -0.952
C 4.439 2.155 -1.683
C 3.343 2.879 -2.131
C 2.056 2.448 -1.847
C 1.842 1.285 -1.111
P 0.211 0.599 -0.667
C -0.973 1.557 -1.646
C -1.502 0.969 -2.792
C -2.404 1.669 -3.580
C -2.791 2.951 -3.217
C -2.281 3.535 -2.065
C -1.373 2.841 -1.281
C 0.015 1.101 1.070
C 1.036 1.687 1.841
C 0.874 1.850 3.199
C -0.301 1.424 3.826
C -1.314 0.855 3.085
C -1.164 0.695 1.705
H 5.093 0.405 -0.601
H 5.443 2.491 -1.906
H 3.491 3.783 -2.706
H 1.205 3.015 -2.203
H -1.219 -0.045 -3.055
H -2.813 1.209 -4.470
H -3.502 3.493 -3.827
H -2.594 4.530 -1.776
H -0.979 3.292 -0.376
H 1.954 2.011 1.367
H 1.665 2.300 3.784
H -0.412 1.541 4.896
H -2.220 0.510 3.562
H -1.982 0.283 1.128
C -1.412 -5.046 2.774
C -0.975 -4.060 1.724
S -0.646 -2.437 2.358
C -0.824 -4.338 0.425
C -1.063 -5.675 -0.216
S -0.296 -3.091 -0.724
H -2.049 -4.551 3.508
H -0.550 -5.446 3.314
H -1.969 -5.882 2.354
H -1.386 -6.429 0.500
H -0.150 -6.035 -0.694
H -1.821 -5.594 -0.999
```

# 5
Formula: C8H13Cl
Source: the Open Molecules 2025 dataset
Level of theory: ωB97M-V with the def2-TZVPD basis set

Properties
- Multiplicity: 1
- E_tot: -21025.9378 eV
- HOMO: -8.1973 eV
- F_max: 4.9 eV Å⁻¹
- LUMO level: 0.90 eV
- Energy above the lowest of the compared OMol25 structures with the same formula, charge and spin: 1.546 eV

```
22
C8H13Cl, DFT ωB97M-V with the def2-TZVPD basis set
C 0.382 -0.023 1.930
C -0.175 -0.377 0.613
C -0.848 -1.574 0.615
C -1.661 -1.684 -0.568
C -2.270 -0.552 -0.903
Cl -2.465 1.017 -0.128
C 0.396 0.497 -0.548
C 0.743 2.061 -0.224
C 1.682 -0.275 -0.901
H 0.394 -1.008 2.592
H -0.083 0.789 2.379
H 1.468 0.150 1.729
H -0.753 -2.195 1.431
H -1.921 -2.651 -1.042
H -2.774 -0.542 -1.838
H -0.412 0.694 -1.309
H 1.605 2.092 0.421
H -0.050 2.461 0.312
H 0.874 2.558 -1.190
H 2.111 -1.070 -0.247
H 2.374 0.484 -1.313
H 1.382 -0.853 -1.811
```

# 6
Formula: C3H11NOS
Source: the Open Molecules 2025 dataset
Level of theory: ωB97M-V with the def2-TZVPD basis set

Properties
- Multiplicity: 1
- E_tot: -17661.4213 eV
- HOMO: -8.9174 eV
- F_max: 2.6 eV Å⁻¹
- LUMO level: 0.50 eV
- Energy above the lowest of the compared OMol25 structures with the same formula, charge and spin: 1.000 eV

```
17
C3H11NOS, DFT ωB97M-V with the def2-TZVPD basis set
N -2.071 1.797 0.607
C -0.978 1.275 -0.233
C 0.092 0.576 0.605
C 1.019 -0.043 -0.392
S 2.683 -0.359 0.372
H -2.659 2.319 0.039
H -2.603 0.983 0.784
H -0.490 2.089 -0.651
H -1.267 0.511 -0.929
H -0.363 -0.270 1.131
H 0.636 1.300 1.209
H 0.626 -0.967 -0.769
H 1.360 0.696 -1.153
H 2.375 -1.431 0.970
O -2.608 -2.348 -1.123
H -3.248 -2.719 -0.501
H -2.733 -1.404 -1.230
```

# 7
Formula: C3H5NO
Source: the Open Molecules 2025 dataset
Level of theory: ωB97M-V with the def2-TZVPD basis set

Properties
- Multiplicity: 1
- E_tot: -6726.7153 eV
- HOMO: -9.6294 eV
- F_max: 1.7 eV Å⁻¹
- LUMO level: 0.17 eV
- Energy above the lowest of the compared OMol25 structures with the same formula, charge and spin: 2.857 eV

```
10
C3H5NO, DFT ωB97M-V with the def2-TZVPD basis set
C -1.202 1.058 0.491
N -0.030 0.617 0.622
C 0.015 -0.659 -0.110
C 1.492 -0.541 -0.369
O 2.342 -1.238 0.112
H -2.076 0.404 0.536
H -1.322 2.065 0.137
H -0.500 -0.501 -1.073
H -0.375 -1.557 0.370
H 1.704 0.382 -0.955
```

# 8
Formula: C14H15N6O5ReS
Source: the Open Molecules 2025 dataset
Level of theory: ωB97M-V with the def2-TZVPD basis set

Properties
- <S²>: 0.76
- Multiplicity: 2
- E_tot: -46898.6156 eV
- Total charge: +1
- HOMO (alpha / beta): -11.7142 / -12.0312 eV
- F_max: 0.3 eV Å⁻¹
- LUMO level (alpha / beta): -4.87 / -4.93 eV
- Energy above the lowest of the compared OMol25 structures with the same formula, charge and spin: 0.204 eV

```
42
C14H15N6O5ReS, DFT ωB97M-V with the def2-TZVPD basis set
Re 1.140 -0.170 1.065
O 3.389 -5.305 -1.270
C 2.951 -4.140 -0.814
C 3.807 -3.157 -0.285
C 3.240 -1.993 0.156
N 1.918 -1.805 0.095
C 1.089 -2.723 -0.416
C 1.564 -3.913 -0.889
C -0.341 -2.222 -0.425
O -1.241 -2.837 -0.924
O -0.436 -1.013 0.100
C 3.950 -0.777 0.718
O 5.126 -0.728 0.895
O 3.080 0.224 0.916
H 4.348 -5.393 -1.187
H 4.880 -3.287 -0.229
H 0.898 -4.653 -1.310
C -2.484 0.537 -1.694
N -1.164 1.170 -1.583
C -0.191 0.695 -2.562
C -0.811 1.886 -0.520
S 0.875 1.856 0.052
N -1.680 2.675 0.095
C -1.471 3.243 1.429
C -2.879 3.189 -0.573
H -2.321 -0.519 -1.906
H -3.080 0.981 -2.490
H -3.010 0.607 -0.747
H -0.669 0.709 -3.540
H 0.114 -0.329 -2.340
H 0.679 1.342 -2.585
H -0.604 2.797 1.901
H -2.359 3.060 2.034
H -1.316 4.319 1.347
H -2.776 3.094 -1.650
H -2.967 4.243 -0.319
H -3.780 2.675 -0.240
N -3.278 2.327 4.518
C -2.355 1.639 4.521
N -1.288 0.838 4.525
C -0.612 0.582 3.531
N 0.065 0.275 2.598
```